## w
Computed, not measured: an isolated molecule of C4H10FN, with the ωB97M-V functional and the def2-TZVPD basis.

Each line ends with the Löwdin charge.
Positions of all 16 atoms, in Å:
C: -2.37 -0.62 0.24  -0.11
C: -1.34 0.34 -0.37  -0.21
C: 0.04 0.31 0.31  -0.42
F: 0.59 1.51 -0.01  0.00
C: 0.82 -0.77 -0.36  -0.22
N: 2.28 -0.53 0.08  0.00
H: -2.43 -0.47 1.38  0.09
H: -3.40 -0.46 -0.20  0.08
H: -2.00 -1.67 0.07  0.08
H: -1.12 -0.15 -1.35  0.11
H: -1.59 1.39 -0.38  0.11
H: 0.21 0.14 1.43  0.17
H: 0.71 -0.76 -1.45  0.11
H: 0.49 -1.78 -0.02  0.12
H: 2.84 -1.38 0.12  0.06
H: 2.05 -0.33 1.03  0.03



## x
Computed, not measured: an isolated molecule of C4H10FN, with the ωB97M-V functional and the def2-TZVPD basis.

Each line ends with the Löwdin charge.
Positions of all 16 atoms, in Å:
C: 1.47 -1.72 0.46  -0.08
C: 0.41 -0.82 -0.07  -0.52
N: -0.96 -1.43 -0.11  0.03
C: 0.27 0.44 0.60  -0.19
C: -0.84 1.43 0.05  -0.17
F: -0.35 2.25 -0.98  -0.08
H: 2.44 -1.23 0.41  0.08
H: 1.15 -2.11 1.45  0.09
H: 1.63 -2.60 -0.17  0.08
H: 0.65 -0.66 -1.15  0.16
H: -1.17 -1.73 0.83  0.07
H: -1.16 -2.13 -0.80  0.07
H: 0.14 0.35 1.70  0.13
H: 1.23 0.97 0.49  0.12
H: -1.19 2.14 0.81  0.10
H: -1.71 0.79 -0.27  0.11



## y
Computed, not measured: an isolated molecule of C4H10FN, with the ωB97M-V functional and the def2-TZVPD basis.

Each line ends with the Löwdin charge.
Positions of all 16 atoms, in Å:
C: 0.49 2.04 0.87  -0.18
N: 0.50 0.65 0.60  -0.15
C: -0.47 0.34 -0.50  -0.17
C: -0.28 -1.14 -1.03  -0.40
C: -0.29 -2.05 0.23  -0.05
F: 0.82 -1.20 -1.81  0.00
H: 1.38 2.25 1.54  0.10
H: -0.48 2.29 1.40  0.10
H: 0.57 2.64 -0.01  0.06
H: 1.39 0.52 0.10  0.11
H: -0.21 0.96 -1.34  0.10
H: -1.49 0.62 -0.16  0.13
H: -1.12 -1.38 -1.68  0.13
H: -0.12 -3.14 0.02  0.09
H: -1.15 -1.78 0.85  0.08
H: 0.46 -1.61 0.94  0.07



x takes first place; second place is 0.358 eV up.



## w
Computed, not measured: a cluster of 2 separate species, CH2N4O2 in total, with the ωB97M-V functional and the def2-TZVPD basis.

Each line ends with the Löwdin charge.
Positions of all 9 atoms, in Å:
C: 1.03 -0.04 -1.13  -0.14
N: 0.75 1.21 -0.89  0.12
N: 0.66 -0.83 -0.08  0.03
N: 0.19 1.27 0.31  -0.28
N: 0.18 -0.10 0.80  0.00
O: -1.62 -0.52 1.12  -0.02
O: -0.13 2.20 0.97  0.13
H: 1.70 -0.47 -1.98  0.16
H: -1.41 -0.20 1.97  0.00



## x
Computed, not measured: an isolated molecule of CH2N4O2, with the ωB97M-V functional and the def2-TZVPD basis.

Each line ends with the Löwdin charge.
Positions of all 9 atoms, in Å:
O: 3.84 -0.62 0.10  0.08
N: 2.90 0.01 -0.23  -0.13
N: 2.16 0.90 0.05  0.11
C: 0.85 1.04 0.05  -0.20
N: 0.08 -0.05 0.08  0.01
N: 0.64 -1.18 0.06  -0.06
O: -0.21 -2.22 -0.02  -0.02
H: 0.41 2.01 0.05  0.10
H: -1.13 -1.90 -0.06  0.10



x takes first place; second place is 0.741 eV up.



## w
Computed, not measured: a cluster of 2 separate species, C2H6FP in total, with the ωB97M-V functional and the def2-TZVPD basis.

Each line ends with the Löwdin charge.
Positions of all 10 atoms, in Å:
C: -0.59 0.52 -1.29  -0.15
C: 0.38 0.50 0.58  -0.39
F: 0.11 1.03 -2.32  -0.04
P: -0.27 -1.13 1.19  0.68
H: -1.49 0.99 -1.08  0.06
H: -0.67 -0.57 -1.38  0.04
H: 1.50 0.49 0.30  0.06
H: -0.04 1.40 0.82  -0.04
H: 0.43 -1.24 2.57  -0.08
H: 0.63 -1.98 0.60  -0.15



## x
Computed, not measured: a cluster of 2 separate species, C2H6FP in total, with the ωB97M-V functional and the def2-TZVPD basis.

Each line ends with the Löwdin charge.
Positions of all 10 atoms, in Å:
C: -2.85 1.03 -1.60  -0.38
P: -1.64 0.47 -0.60  0.80
F: -2.58 -0.72 0.01  -0.44
H: -3.79 0.52 -1.55  -0.02
H: -2.78 1.92 -2.40  0.05
C: 2.69 -0.69 1.19  -0.07
H: 2.45 -0.46 2.24  0.01
H: 3.38 0.24 0.88  0.07
H: 1.87 -0.72 0.50  -0.02
H: 3.27 -1.59 1.31  0.00



x takes first place; second place is 2.217 eV up.